Record 1
Molecular formula: C54H119N5O8
Method: DFT, ωB97M-V with the def2-TZVPD basis set

The geometry in XYZ format:
```
186
Properties=species:S:1:pos:R:3:forces:R:3:lowdin_charge:R:1
C 2.87549 1.95297 2.77870 0.439 0.225 -1.425 -0.032
C 4.09446 1.01870 2.49048 -0.901 -0.923 -0.041 -0.447
C 4.28315 0.03144 3.73142 -0.155 1.011 -1.002 -0.125
C 5.20814 -1.11482 3.43285 1.102 0.810 -0.391 -0.207
C 4.79696 -1.83019 2.17696 -0.842 -0.938 -0.157 -0.161
C 4.65821 -1.01820 0.89628 1.146 3.587 -0.629 -0.403
N 3.78854 0.18678 1.26906 -0.690 -0.575 0.458 -0.069
O 3.31764 1.01527 0.13825 1.801 -0.957 1.096 -0.048
C 6.18446 -0.55683 0.40231 -1.100 -0.713 -0.416 -0.014
C 3.92178 -1.72820 -0.28645 0.683 0.548 1.473 -0.030
C 5.38185 1.81026 2.33269 0.698 0.555 0.113 -0.047
H 2.51270 2.44610 1.87687 0.544 -0.058 -0.523 0.058
H 3.19179 2.81385 3.36771 -0.273 -0.419 0.768 0.078
H 1.94805 1.44516 3.04346 0.357 -0.265 0.954 0.064
H 4.67305 0.65640 4.53485 0.013 -0.010 0.163 0.120
H 3.35261 -0.40917 4.08926 -0.378 0.325 -0.252 0.092
H 5.23046 -1.75710 4.31324 0.089 -0.355 -0.224 0.117
H 6.22678 -0.77560 3.24471 0.210 0.240 0.441 0.096
H 3.82239 -2.23426 2.45087 -0.254 -0.586 -0.547 0.109
H 5.51842 -2.61811 1.96068 -0.204 -0.356 0.057 0.125
H 6.25117 0.47326 0.05224 -0.474 -0.028 0.042 0.062
H 7.03655 -0.69231 1.06840 -0.458 -0.055 0.739 0.059
H 6.48660 -1.17480 -0.44322 -0.277 -0.126 -0.264 0.058
H 4.43941 -2.68435 -0.36342 -0.459 -0.181 -0.525 0.087
H 2.86471 -1.79688 -0.02955 -0.016 -0.578 0.239 0.081
H 3.93012 -1.14356 -1.20636 0.606 -0.081 0.029 0.067
H 5.46705 2.30774 1.36659 -0.185 -0.086 -0.077 0.088
H 6.27372 1.19974 2.47390 -0.110 -0.265 -0.301 0.066
H 5.52504 2.58270 3.08829 -0.455 0.159 0.180 0.081
H 2.58559 0.47555 -0.16902 -0.497 0.203 0.135 0.045
C -3.14038 -3.19053 -2.56758 1.587 0.206 -0.248 -0.020
C -2.39430 -4.48650 -2.04871 -2.009 0.114 0.502 -0.471
C -2.00303 -4.23375 -0.60826 0.368 -0.258 1.397 -0.179
C -3.04732 -4.28666 0.50405 0.009 -0.845 -1.661 -0.170
C -3.89092 -5.59533 0.36819 0.772 1.546 1.205 -0.146
C -4.40820 -5.95002 -1.05332 0.691 0.582 1.687 -0.463
N -3.24320 -5.74161 -2.03038 0.063 -0.209 1.480 -0.084
O -3.56053 -6.25157 -3.31474 -0.075 0.543 0.132 -0.025
C -4.81320 -7.41626 -0.92519 -0.014 -0.573 -1.676 -0.062
C -5.67737 -5.09259 -1.24563 0.766 -0.261 -2.056 -0.025
C -1.07954 -4.66092 -2.82889 -0.831 -0.776 0.160 -0.040
H -3.67991 -2.59563 -1.83061 -0.583 -0.662 0.118 0.071
H -3.63420 -3.22927 -3.53852 -0.412 -0.558 0.262 0.081
H -2.31707 -2.50904 -2.78162 0.318 0.222 -0.118 0.055
H -1.32689 -5.01581 -0.26286 0.653 -0.006 -0.563 0.122
H -1.51343 -3.26192 -0.54565 0.371 0.001 -0.126 0.111
H -3.63723 -3.37405 0.41881 -0.442 -0.097 0.443 0.097
H -2.51744 -4.34226 1.45496 -0.219 0.432 0.073 0.096
H -4.62963 -5.33450 1.12606 -1.240 -0.528 -0.596 0.112
H -3.40183 -6.40167 0.91472 0.620 -0.300 -0.691 0.111
H -5.27795 -7.84366 -1.81370 -0.460 0.572 -0.445 0.074
H -3.96913 -8.10447 -0.88024 0.260 0.226 1.013 0.084
H -5.57844 -7.51085 -0.15476 0.499 -0.166 0.330 0.090
H -5.64806 -4.89928 -2.31796 -0.269 0.661 -0.181 0.076
H -6.60103 -5.66575 -1.16546 0.058 0.128 0.756 0.080
H -5.63203 -4.15830 -0.68603 -0.314 -0.149 -0.074 0.077
H -1.37628 -4.78003 -3.87094 0.687 0.347 -0.223 0.079
H -0.50981 -5.53356 -2.50953 -0.417 -0.425 0.022 0.084
H -0.38765 -3.85887 -2.57177 -0.348 0.473 -0.594 0.078
H -3.05522 -7.06777 -3.30482 -0.020 -0.147 -0.309 0.098
C -3.37190 3.29626 3.04608 -0.471 1.543 -0.619 -0.026
C -2.46506 4.41492 3.60869 1.641 0.969 -0.731 -0.476
C -1.78268 3.79222 4.81501 -0.577 -0.381 1.385 -0.173
C -0.66004 4.60232 5.38096 0.978 -0.303 -0.208 -0.196
C 0.41801 4.74431 4.33858 0.190 1.962 -2.355 -0.102
C -0.09655 5.53927 3.00184 -0.002 -1.658 -0.265 -0.435
N -1.41586 4.91904 2.65331 1.305 -2.106 0.014 -0.118
O -1.91738 5.24133 1.37401 -0.409 0.906 0.580 -0.023
C -0.14981 7.04379 3.16930 -1.219 0.577 0.811 -0.050
C 0.88889 5.31572 1.79912 -0.124 -0.418 0.098 -0.044
C -3.19957 5.69516 4.03592 -1.493 -0.855 0.021 -0.020
H -2.89091 2.35280 2.78793 0.277 0.148 0.317 0.076
H -3.88220 3.65781 2.15335 0.020 -0.012 -0.170 0.077
H -4.16694 3.17161 3.78125 0.097 -0.424 0.111 0.081
H -2.51311 3.66169 5.61346 -0.637 0.466 0.036 0.123
H -1.52775 2.73629 4.72486 0.604 0.000 -0.899 0.109
H -0.17782 4.12253 6.23265 -0.319 -0.177 0.239 0.116
H -1.01224 5.57115 5.73512 0.103 0.099 -0.096 0.103
H 0.86301 3.82213 3.96488 -0.386 -0.371 0.274 0.096
H 1.25472 5.32439 4.72784 0.101 0.167 0.027 0.113
H 0.79011 7.58935 3.25302 0.230 -0.390 -0.379 0.086
H -0.77019 7.44134 2.36607 0.306 0.161 -0.258 0.085
H -0.69678 7.32288 4.06987 -0.104 -0.116 0.278 0.069
H 0.71747 5.90789 0.90020 -0.094 1.214 0.586 0.068
H 1.88956 5.47277 2.20173 0.148 0.093 -0.372 0.086
H 0.87514 4.38139 1.23793 -0.095 -1.018 1.026 0.063
H -4.20173 5.33979 4.27571 -0.337 0.553 0.555 0.076
H -3.32106 6.42581 3.23624 0.203 -0.228 -0.160 0.087
H -2.74668 6.19684 4.89109 -0.056 -0.173 -0.056 0.072
H -1.44713 4.70189 0.73411 0.164 -0.371 0.112 0.075
C 0.21085 -1.07463 3.74241 -0.261 -0.725 0.849 -0.020
C -0.04897 -2.44785 4.41065 -0.165 -0.439 0.395 -0.456
C 0.80097 -2.65078 5.70541 0.649 0.493 0.560 -0.127
C 0.29806 -1.86974 6.95015 1.246 0.328 -1.751 -0.187
C -1.07614 -2.34564 7.19096 -1.639 2.075 0.452 -0.150
C -2.10738 -2.10781 6.01235 1.245 -1.220 0.203 -0.492
N -1.47874 -2.68586 4.80616 0.499 -0.794 0.953 -0.094
O -2.38381 -2.72758 3.73487 0.196 -0.333 -1.104 -0.023
C -3.30864 -2.92159 6.45243 -0.426 -0.720 -0.278 -0.052
C -2.64111 -0.67773 5.82239 1.062 0.557 0.743 -0.025
C 0.47032 -3.54663 3.42126 -1.098 0.334 0.513 -0.022
H 1.28363 -1.01410 3.55912 -0.091 0.292 -0.306 0.062
H -0.10288 -0.27814 4.41715 0.128 0.189 -0.130 0.063
H -0.36933 -1.03440 2.82052 0.138 0.126 -0.094 0.075
H 0.92951 -3.68358 6.02927 -0.730 -0.410 -0.409 0.115
H 1.83050 -2.42840 5.42483 0.141 0.591 0.017 0.105
H 0.36615 -0.80706 6.71743 -0.423 0.273 -0.076 0.106
H 0.89305 -1.94103 7.86065 0.315 -0.568 -0.175 0.114
H -1.48005 -1.70432 7.97432 -0.229 -0.090 0.450 0.116
H -1.04540 -3.34508 7.62488 -0.385 -0.251 -0.642 0.126
H -3.03265 -3.95852 6.64403 -0.005 -0.030 -0.171 0.091
H -3.71506 -2.52338 7.38213 0.029 0.144 -0.015 0.090
H -4.10344 -2.90709 5.70665 -0.107 -0.058 0.017 0.081
H -1.85555 0.04275 5.59460 0.089 -0.028 -0.151 0.062
H -3.41557 -0.56686 5.06343 -0.051 -0.234 -0.007 0.080
H -3.05391 -0.35045 6.77664 -0.256 0.027 -0.041 0.087
H 0.32748 -4.52651 3.87683 0.039 -0.038 -0.052 0.084
H 1.52684 -3.39795 3.19819 -0.010 0.114 0.082 0.071
H -0.09408 -3.51637 2.48926 0.017 0.025 -0.062 0.069
H -3.10442 -2.11585 3.90254 0.080 0.439 0.076 0.066
C 3.31388 -2.69671 -7.43579 0.192 0.311 -0.965 -0.031
C 2.05188 -2.71621 -6.53117 -0.261 0.097 -0.544 -0.469
C 2.49418 -3.22728 -5.15531 0.261 1.805 1.479 -0.118
C 3.03706 -2.05736 -4.27114 0.543 -0.628 0.523 -0.180
C 2.13742 -0.85834 -4.15522 -0.858 -0.448 -1.593 -0.140
C 1.72047 -0.30463 -5.57859 -0.632 0.750 1.394 -0.469
N 1.33043 -1.40502 -6.50749 -0.418 -0.887 2.818 -0.108
O 0.76599 -1.05924 -7.73811 0.995 0.643 -0.247 -0.009
C 0.52564 0.69664 -5.30466 -0.172 -1.732 -1.346 -0.027
C 2.84487 0.49853 -6.14075 0.422 0.554 -1.100 -0.040
C 1.01260 -3.75165 -6.95471 -0.057 -0.837 -1.135 -0.045
H 3.34029 -1.97076 -8.24844 -0.836 0.324 0.003 0.076
H 3.46529 -3.62515 -7.98641 0.022 -0.355 0.432 0.076
H 4.24122 -2.43335 -6.92709 -0.088 -0.336 0.544 0.070
H 1.67113 -3.75371 -4.67204 -0.091 0.282 0.209 0.097
H 3.31550 -3.94221 -5.20440 -0.111 -0.102 -0.534 0.122
H 4.04951 -1.82611 -4.60213 0.030 0.286 -0.174 0.107
H 3.14287 -2.34710 -3.22570 0.332 -0.725 -0.015 0.091
H 2.51323 -0.04525 -3.53412 0.541 0.122 -0.353 0.116
H 1.31238 -1.23134 -3.54836 -0.797 0.115 -0.430 0.106
H 0.24553 1.12897 -6.26525 -0.039 0.274 0.021 0.073
H -0.29535 0.03652 -5.02480 -0.321 0.244 0.337 0.077
H 0.65054 1.49372 -4.57175 0.499 -0.307 0.026 0.055
H 2.47150 0.95115 -7.05934 0.020 0.150 -0.180 0.086
H 3.13988 1.32831 -5.49846 0.237 -0.162 0.133 0.088
H 3.67779 -0.12210 -6.47115 0.256 0.074 0.415 0.076
H 0.31638 -4.08779 -6.18634 0.067 0.597 0.345 0.071
H 1.52466 -4.67191 -7.23580 0.137 -0.087 -0.190 0.085
H 0.40473 -3.46031 -7.81128 0.214 0.085 -0.135 0.076
H -0.16220 -1.30206 -7.70487 -0.150 -0.074 0.337 0.099
C 1.06970 5.64997 -5.03620 0.327 0.456 0.528 -0.057
C 2.11474 5.39036 -3.86791 -3.255 -1.309 -0.350 -0.362
C 1.65065 5.53971 -2.36741 -0.980 -0.384 -0.787 -0.055
O 2.33586 3.94939 -4.04579 2.061 0.934 0.119 -0.095
H 0.90972 6.72299 -5.14178 -0.749 -0.047 0.078 0.070
H 0.18887 5.00810 -5.05178 -0.707 0.508 1.281 0.057
H 1.34395 5.30050 -6.03156 1.559 0.203 0.089 0.070
H 2.87736 6.14703 -4.05223 1.106 -1.212 -0.110 0.126
H 1.33637 6.51510 -1.99601 0.556 0.335 -0.311 0.072
H 2.31956 5.04501 -1.66318 0.586 0.374 -0.286 0.075
H 0.74050 4.95815 -2.22069 -0.360 -0.257 -0.333 0.045
H 1.53309 3.48770 -3.79280 -0.200 0.325 0.125 0.042
C 0.11037 1.68685 -1.62999 -0.206 0.331 -0.444 -0.042
C -0.60859 1.30632 -0.33412 0.243 -1.148 -1.409 -0.452
C -1.68854 0.21315 -0.56070 -0.290 1.239 0.268 -0.033
O 0.41838 0.76329 0.46979 -0.029 0.296 0.774 -0.053
H 1.05568 2.21983 -1.52789 0.126 -0.075 0.786 0.078
H -0.46455 2.38510 -2.23828 -0.458 -0.353 -0.255 0.057
H 0.34879 0.78342 -2.19132 -0.188 -0.014 -0.174 0.066
H -1.10687 2.17561 0.09501 0.198 0.166 0.390 0.125
H -2.57231 0.71889 -0.94963 -0.136 -0.144 -0.477 0.069
H -2.03394 -0.16781 0.40037 0.269 -0.226 0.135 0.072
H -1.39224 -0.60760 -1.21391 0.176 0.124 0.055 0.068
H 0.14962 0.91081 1.37952 0.279 -0.273 0.313 0.074
C -2.70059 4.25423 -3.09704 0.399 -1.348 -0.092 -0.037
C -2.86564 3.36077 -4.37901 -0.295 0.457 0.631 -0.465
C -3.67595 2.04559 -4.22294 0.802 0.891 -0.158 -0.040
O -3.51356 4.20076 -5.30999 -0.265 0.528 -0.920 -0.066
H -1.91724 5.01214 -3.09324 -0.155 0.267 -0.975 0.061
H -2.34165 3.65808 -2.25807 -0.585 -0.387 0.320 0.043
H -3.66659 4.72092 -2.90428 0.118 -0.083 0.257 0.082
H -1.92243 3.11156 -4.86517 0.372 -0.043 0.412 0.115
H -3.65623 1.55267 -5.19492 -0.099 -0.057 -0.035 0.079
H -4.70966 2.29170 -3.98007 -0.036 -0.185 0.309 0.080
H -3.21730 1.36212 -3.50837 -0.195 0.088 0.179 0.064
H -4.40729 3.90698 -5.50116 0.004 -0.144 0.110 0.081
```
Forces are in eV/Å.

Its energy above the lowest of the compared OMol25 structures with the same formula, charge and spin is 5.4554 eV. The structure (SMILES) is CC1(C)CCCC(C)(C)N1O.CC1(C)CCCC(C)(C)N1O.CC1(C)CCCC(C)(C)N1O.CC1(C)CCCC(C)(C)N1O.CC1(C)CCCC(C)(C)N1O.CC(C)O.CC(C)O.CC(C)O. As for the HOMO-LUMO gap: 8.219 eV. The spin multiplicity is 1. The net charge is 0.

=====

Record 2
Molecular formula: C8H12Cl6Cu2F6O6S2
Method: DFT, ωB97M-V with the def2-TZVPD basis set

The geometry in XYZ format:
```
42
Properties=species:S:1:pos:R:3:forces:R:3:mulliken_spin:R:1
Cu 0.28832 2.77184 2.43038 -2.012 -1.362 -1.092 0.648
Cu -3.77005 3.11481 -0.21478 0.322 -0.321 0.508 0.001
C -3.95854 1.54972 3.99907 -0.018 0.895 -0.964 0.006
F -4.23922 0.67166 3.05170 0.124 -0.332 -0.113 0.001
F -5.07494 2.02535 4.49372 -0.166 0.026 0.237 0.001
F -3.21076 1.02057 4.92323 0.358 -0.356 0.518 0.000
S -3.05832 3.01799 3.21009 -0.669 1.505 -0.072 -0.015
O -1.61209 2.63908 3.24019 2.669 -0.382 -0.156 0.153
O -3.50319 3.10606 1.83050 -0.311 -0.151 0.014 0.009
O -3.30972 4.15785 4.03243 0.062 -0.657 -0.163 0.049
C -0.44130 -0.08970 -1.17701 -1.148 -0.049 0.614 0.014
F -1.46134 -0.37903 -1.97431 0.071 -0.079 -0.212 0.003
F 0.15013 -1.21601 -0.81116 0.276 -0.292 0.208 0.002
F 0.41542 0.67523 -1.79462 0.226 0.483 -0.061 0.000
S -1.25246 0.70260 0.34119 -1.725 -0.757 1.494 0.000
O -2.25494 1.61205 -0.17381 0.661 0.202 -0.663 -0.001
O -1.81840 -0.34414 1.17629 0.793 0.203 -1.221 0.001
O -0.11810 1.35360 1.03451 1.077 1.189 0.329 0.088
Cl 2.18965 -3.51222 -3.31584 0.045 -0.027 -0.033 0.003
C 3.30292 -2.25404 -3.91160 0.834 0.308 0.290 0.000
C 2.76664 -0.89850 -3.51848 -0.464 0.196 -0.970 0.000
Cl 3.72407 0.39060 -4.31238 0.247 -0.006 0.323 0.000
H 3.46578 -2.34719 -4.98161 -0.454 -0.064 -0.061 0.000
H 4.28466 -2.39140 -3.45669 -0.157 -0.261 0.134 0.000
H 2.75171 -0.74695 -2.44428 0.065 0.001 0.027 0.000
H 1.78052 -0.75436 -3.95614 -0.153 -0.150 0.353 0.000
Cl -2.15374 -3.77281 2.54136 0.145 -0.015 -0.424 0.419
C -1.49567 -3.53514 0.93500 -0.350 0.959 1.300 0.085
C -1.67013 -4.94481 0.22029 -0.543 -1.385 -0.267 0.113
Cl -1.12855 -4.74943 -1.40086 0.157 0.106 0.040 0.373
H -0.46505 -3.22493 1.06785 0.115 -0.216 -0.388 0.001
H -2.12039 -2.80207 0.43192 0.097 -0.026 -0.120 0.006
H -2.72706 -5.20645 0.23546 -0.040 0.315 -0.154 0.000
H -1.13399 -5.74354 0.72851 0.407 0.315 0.008 0.000
Cl 2.70856 2.30760 1.66044 -0.509 -0.319 1.397 0.034
C 3.82794 2.60154 0.31263 0.390 1.358 -1.926 0.001
C 3.16198 2.28274 -1.02282 -0.761 -0.318 0.424 0.000
Cl 1.98489 3.57720 -1.40449 -0.053 0.007 0.033 0.001
H 4.76570 2.09480 0.52182 -0.276 -0.497 0.178 0.004
H 4.04688 3.66786 0.28038 0.015 0.001 0.427 0.000
H 2.55971 1.38114 -0.93334 0.204 -0.122 -0.091 -0.001
H 3.80244 2.19083 -1.89475 0.448 0.075 0.294 0.001
```
Forces are in eV/Å.

As for the HOMO-LUMO gap (alpha / beta): 7.813 / 2.964 eV. The spin multiplicity is 3. The net charge is +2.

=====

| no. | strongest force on any atom (eV Å⁻¹) |
| --- | --- |
| 1 | 3.82 |
| 2 | 2.70 |